(1)
CH4N2S3 | wB97M-V/def2-TZVPD

As for the LUMO energy: 0.24 eV. The frontier orbital gap comes out at 0.3265 hartree.

Geometry as ORCA input:
```
! wB97M-V def2-TZVPD RIJCOSX def2/J DEFGRID3
* xyz 0 1
S 3.1850 -1.5173 -0.4481
C 2.0331 -0.9908 0.4549
N 1.2626 -0.2132 0.9910
S 0.2319 0.2275 2.1169
H 1.0765 0.2972 3.2132
N -1.0026 0.2078 -1.4094
S -2.5855 0.7896 -1.1734
H -0.3233 0.8403 -1.8068
H -1.1719 -0.5767 -2.0475
H -2.7058 0.9355 0.1092
*
```

(2)
C18H33N5O6 | wB97M-V/def2-TZVPD

As for the LUMO energy: -1.04 eV. The frontier orbital gap comes out at 0.2782 hartree.

Geometry as ORCA input:
```
! wB97M-V def2-TZVPD RIJCOSX def2/J DEFGRID3
* xyz 0 1
C -2.2787 -0.6151 0.8283
C -2.4262 0.3597 -0.5175
C -1.4275 0.1342 -1.5950
C -0.1082 -0.5827 -1.3066
C 0.0439 -1.4110 -0.0441
C -1.1202 -1.3725 1.0300
N 0.9371 -0.6131 -2.3523
O 1.9784 -1.2058 -1.9858
O 0.7098 -0.0032 -3.3549
H -3.0424 -0.5988 1.7025
H -3.3289 1.0602 -0.5469
H -1.6012 0.7172 -2.3766
H 0.7950 -2.2580 0.1300
H -1.0259 -2.0161 1.8028
C -1.2651 2.3931 -4.6298
O -1.0640 3.0010 -3.5390
N -2.4296 2.3256 -5.1262
C -2.7841 1.3748 -6.2546
C -3.6900 2.7794 -4.5978
H -0.4704 1.8690 -5.1682
H -3.6115 1.5152 -6.9657
H -3.2824 0.3851 -5.8106
H -1.9581 0.9440 -6.9574
H -3.6508 3.5848 -4.0814
H -4.0614 2.0734 -3.6914
H -4.6235 2.7837 -5.4540
C 4.0167 2.7053 0.3752
O 3.6969 3.0703 1.6521
N 3.2213 2.4117 -0.5839
C 3.8002 1.9496 -1.8907
C 1.8004 2.0055 -0.4568
H 5.0221 2.9035 0.1499
H 3.0249 1.6899 -2.7454
H 4.3697 1.0503 -1.7517
H 4.4628 2.7523 -2.1764
H 1.3340 2.7965 0.2792
H 1.8128 1.0193 -0.1109
H 1.2362 2.1369 -1.3926
C 5.1077 -1.8207 2.7378
O 5.2334 -0.7725 3.2444
N 4.8299 -2.2292 1.5949
C 5.0124 -3.5976 1.0839
C 4.4172 -1.1488 0.4829
H 5.5558 -2.6634 3.3911
H 4.4660 -4.3663 1.7206
H 6.0462 -3.7136 1.1860
H 4.3810 -3.6716 0.1288
H 3.6839 -0.5978 0.8561
H 4.1664 -1.6909 -0.3613
H 5.2662 -0.5360 0.2578
C -4.5983 0.0453 4.4924
O -4.7795 -0.0131 3.2622
N -4.3913 -1.1371 5.1432
C -4.2750 -1.2365 6.6096
C -3.9545 -2.3539 4.4136
H -4.7089 0.7614 5.2291
H -5.3669 -1.7672 7.1943
H -3.9438 -0.3587 7.2781
H -3.5590 -1.9327 6.9443
H -2.8389 -2.4123 4.1936
H -4.6113 -2.6661 3.4870
H -4.1509 -3.2359 4.9439
*
```

(3)
C9H24CoF4N2O11S4 | wB97M-V/def2-TZVPD

As for the LUMO energy (alpha / beta): -1.25 / -1.81 eV. The expectation value of S² is 3.76. The frontier orbital gap (alpha / beta) comes out at 0.3670 / 0.3406 hartree.

Geometry as ORCA input:
```
! wB97M-V def2-TZVPD RIJCOSX def2/J DEFGRID3
* xyz 0 4
Co -0.3967 0.3947 0.2669
N 0.1881 2.1917 0.4945
S 0.4991 3.2631 1.5934
O 0.0117 4.6492 1.4430
O 1.6686 2.9901 2.4331
F -0.7888 2.7582 2.4704
S 1.0443 2.9948 -0.7127
O 2.5025 3.1242 -0.5543
O 0.2212 3.8469 -1.5160
F 1.0118 1.6448 -1.6172
N -1.3057 -0.8746 1.4075
S -2.4066 -2.0841 0.9909
O -3.7772 -1.8299 1.3561
O -1.9023 -3.4472 0.9038
F -2.4647 -1.6764 -0.5723
S -1.4171 -1.3330 2.8601
O -0.5075 -2.4425 3.1226
O -2.6180 -1.1639 3.6212
F -0.5547 -0.1213 3.4674
C 2.8437 -0.3903 2.7081
C 2.7485 0.0953 1.2155
C 3.9368 -0.5618 0.4744
O 1.4631 -0.3249 0.8869
H 2.7488 0.4411 3.4066
H 3.7094 -1.0295 2.8813
H 2.0141 -1.0141 3.0410
H 2.7873 1.1832 1.1586
H 4.8974 -0.5342 0.9890
H 4.1501 0.0235 -0.4201
H 3.7619 -1.6056 0.2136
H 1.4518 -1.2671 1.0709
C -3.1355 2.8585 -1.9531
C -2.8074 1.9209 -0.7801
C -4.0744 1.1459 -0.3997
O -1.8120 0.9696 -1.1330
H -2.3372 3.5776 -2.1367
H -3.9592 3.5325 -1.7179
H -3.3141 2.3023 -2.8734
H -2.4995 2.5955 0.0188
H -4.9884 1.7390 -0.4305
H -3.8665 0.5896 0.5143
H -4.2012 0.3662 -1.1508
H -2.0676 0.7173 -2.0233
C 0.2912 -3.5741 -2.1282
C 0.9720 -2.2598 -1.6040
C 2.4050 -2.0905 -2.3019
O 0.2730 -1.0762 -1.7255
H 0.1530 -3.5089 -3.2074
H -0.6967 -3.6619 -1.6761
H 0.9059 -4.3729 -1.7133
H 1.1794 -2.4926 -0.5595
H 3.0958 -2.8998 -2.0655
H 2.8355 -1.1220 -2.0477
H 2.1632 -2.1827 -3.3607
H -0.0349 -0.9737 -2.6289
*
```

no.,E (eV)
1,-36585.7521
2,-38923.0794
3,-127057.6064